(1)
ORCA calculation (ωB97M-V/def2-TZVPD) on a cluster of 12 separate species, C42H78Cl6O18S6 in total.

Each line ends with the Mulliken charge.
CARTESIAN COORDINATES (ANGSTROEM)
O 6.34 1.18 7.36  -0.63
S 6.51 1.66 5.97  1.09
O 7.71 2.31 5.52  -0.64
C 6.03 0.30 4.75  -0.77
C 4.46 0.44 4.61  -0.59
C 4.19 1.94 4.51  -0.62
C 5.04 2.73 5.55  -0.58
H 6.44 -0.65 5.08  0.44
H 6.49 0.66 3.84  0.33
H 3.94 -0.14 3.85  0.39
H 4.10 0.05 5.56  0.28
H 3.13 2.14 4.63  0.34
H 4.53 2.30 3.54  0.28
H 4.47 2.97 6.44  0.32
H 5.45 3.64 5.11  0.34
O -0.17 1.58 7.46  -0.60
S -1.29 2.06 8.25  1.06
O -2.13 1.14 8.99  -0.67
C -0.61 3.29 9.39  -0.71
C -0.35 4.44 8.46  -0.57
C -1.55 4.64 7.48  -0.54
C -2.23 3.25 7.26  -0.62
H 0.24 2.87 9.93  0.41
H -1.35 3.48 10.17  0.33
H -0.13 5.34 9.04  0.38
H 0.55 4.22 7.90  0.24
H -1.33 5.08 6.50  0.33
H -2.38 5.14 7.98  0.24
H -2.24 2.93 6.22  0.35
H -3.25 3.27 7.64  0.36
O -6.34 5.72 -0.58  -0.63
S -4.96 6.18 -0.74  1.02
O -4.13 5.81 -1.86  -0.60
C -4.94 8.06 -0.53  -0.64
C -4.12 8.40 0.69  -0.63
C -4.45 7.20 1.73  -0.61
C -4.12 5.94 0.91  -0.71
H -5.96 8.42 -0.36  0.34
H -4.57 8.51 -1.45  0.40
H -3.05 8.38 0.50  0.30
H -4.29 9.38 1.13  0.33
H -5.44 7.16 2.18  0.32
H -3.74 7.27 2.55  0.31
H -4.36 5.00 1.41  0.42
H -3.05 5.91 0.73  0.38
O 1.43 2.10 -9.59  -0.63
S 0.93 2.98 -8.53  1.07
O 1.82 3.89 -7.84  -0.64
C -0.51 3.96 -9.17  -0.72
C -1.80 3.28 -8.67  -0.61
C -1.44 2.86 -7.23  -0.60
C -0.14 2.08 -7.30  -0.64
H -0.38 3.95 -10.25  0.41
H -0.29 4.91 -8.69  0.37
H -2.63 3.99 -8.66  0.32
H -2.11 2.49 -9.34  0.31
H -2.28 2.27 -6.87  0.33
H -1.42 3.77 -6.62  0.30
H -0.42 1.11 -7.72  0.32
H 0.47 2.02 -6.40  0.41
O 0.38 -5.54 2.63  -0.63
S -0.45 -5.70 3.86  1.04
O -1.85 -6.07 3.69  -0.64
C 0.33 -6.78 5.08  -0.66
C 0.66 -5.97 6.30  -0.60
C -0.19 -4.67 6.32  -0.63
C -0.28 -4.16 4.87  -0.69
H 1.05 -7.50 4.71  0.43
H -0.49 -7.48 5.24  0.34
H 0.73 -6.57 7.21  0.33
H 1.68 -5.61 6.15  0.26
H 0.18 -3.90 6.98  0.35
H -1.22 -4.89 6.62  0.33
H 0.75 -3.84 4.72  0.33
H -1.00 -3.37 4.70  0.43
O 6.14 -7.99 0.61  -0.65
S 5.92 -6.62 1.06  1.06
O 5.02 -6.28 2.14  -0.59
C 7.58 -5.75 1.21  -0.65
C 7.58 -4.61 0.21  -0.56
C 6.13 -4.21 0.00  -0.52
C 5.41 -5.50 -0.32  -0.82
H 8.25 -6.57 0.94  0.35
H 7.62 -5.51 2.27  0.36
H 8.23 -3.80 0.53  0.32
H 8.07 -4.92 -0.71  0.30
H 5.90 -3.48 -0.77  0.36
H 5.64 -3.82 0.89  0.26
H 5.85 -6.03 -1.17  0.33
H 4.32 -5.51 -0.36  0.45
O 4.03 -1.58 -6.53  -0.60
C 5.17 -1.40 -6.29  0.46
C 6.10 -0.42 -7.03  -0.30
C 7.44 -1.02 -6.51  -0.60
C 7.11 -1.64 -5.13  -0.35
O 5.73 -2.07 -5.31  -0.32
H 6.03 -0.60 -8.11  0.25
H 5.90 0.59 -6.68  0.28
H 7.69 -1.73 -7.30  0.27
H 8.29 -0.34 -6.42  0.35
H 7.80 -2.44 -4.88  0.30
H 7.18 -0.91 -4.32  0.26
O -0.74 0.89 0.76  -0.64
C -0.58 -0.10 -0.02  0.53
C -1.53 -1.35 -0.26  -0.34
C -0.87 -1.86 -1.59  -0.47
C 0.52 -1.35 -1.64  -0.30
O 0.54 -0.20 -0.84  -0.34
H -1.42 -2.04 0.58  0.18
H -2.59 -1.14 -0.40  0.29
H -0.96 -2.95 -1.59  0.34
H -1.51 -1.61 -2.44  0.25
H 1.26 -2.03 -1.20  0.21
H 0.84 -1.08 -2.64  0.28
O -6.83 -5.75 5.53  -0.64
C -7.33 -5.16 4.55  0.55
C -7.13 -3.73 4.11  -0.32
C -7.68 -3.71 2.70  -0.46
C -8.54 -5.01 2.57  -0.33
O -8.13 -5.76 3.71  -0.35
H -7.69 -3.07 4.77  0.23
H -6.08 -3.47 4.26  0.26
H -8.25 -2.81 2.48  0.31
H -6.87 -3.66 1.96  0.25
H -9.61 -4.87 2.74  0.23
H -8.37 -5.67 1.73  0.26
Cl -3.90 -5.26 -5.56  -0.20
C -3.17 -5.09 -7.18  -0.35
C -2.94 -3.58 -7.57  -0.32
Cl -4.05 -3.04 -8.87  -0.21
H -3.83 -5.57 -7.91  0.30
H -2.22 -5.61 -7.10  0.26
H -1.92 -3.43 -7.92  0.27
H -3.11 -2.91 -6.73  0.24
Cl -8.25 2.71 -7.19  -0.20
C -7.41 1.38 -6.61  -0.27
C -7.44 1.38 -5.12  -0.44
Cl -6.28 0.16 -4.62  -0.19
H -6.37 1.55 -6.86  0.17
H -7.84 0.52 -7.13  0.32
H -8.39 1.12 -4.66  0.32
H -7.09 2.32 -4.69  0.29
Cl 4.45 3.50 -2.40  -0.20
C 3.33 4.68 -1.69  -0.49
C 2.39 5.23 -2.76  -0.32
Cl 1.48 6.50 -1.96  -0.21
H 3.86 5.48 -1.17  0.34
H 2.82 4.14 -0.89  0.31
H 1.68 4.52 -3.18  0.28
H 2.98 5.76 -3.52  0.29

Net charge: 0
Molecular weight, Da: 1276.2
Total energy, eV: -221814.93493
Frontier orbital gap, eV: 9.79
SMILES: O=S1(=O)CCCC1.O=S1(=O)CCCC1.O=S1(=O)CCCC1.O=S1(=O)CCCC1.O=S1(=O)CCCC1.O=S1(=O)CCCC1.O=C1CCCO1.O=C1CCCO1.O=C1CCCO1.ClCCCl.ClCCCl.ClCCCl
E_HOMO, eV: -9.9
E_LUMO, eV: -0.084

***

(2)
ORCA calculation (ωB97M-V/def2-TZVPD) on a cluster of 14 separate species, C42H78O42 in total.

Each line ends with the Mulliken charge.
CARTESIAN COORDINATES (ANGSTROEM)
C 4.70 -2.73 -1.16  -0.16
C 4.36 -4.12 -1.68  -0.27
O 3.04 -3.93 -2.19  -0.41
C 2.84 -2.61 -2.44  0.19
O 1.90 -2.25 -3.07  -0.47
O 3.82 -1.89 -1.91  0.41
H 5.72 -2.61 -1.54  0.26
H 4.55 -2.66 -0.09  0.17
H 4.28 -4.80 -0.83  0.02
H 5.03 -4.62 -2.38  0.27
C -2.53 1.86 3.24  1.88
C -1.80 3.13 3.70  0.24
O -2.85 4.08 3.77  -0.42
C -4.06 3.41 3.84  0.42
O -5.10 3.91 4.09  -0.56
O -3.87 2.10 3.60  -0.36
H -2.00 1.06 3.75  -1.10
H -2.54 1.75 2.15  -0.40
H -1.07 3.41 2.94  0.05
H -1.40 3.01 4.71  0.13
C 0.07 0.23 5.62  -0.45
C 0.53 -1.20 5.55  0.05
O 1.75 -1.12 4.86  -0.40
C 1.72 -0.06 4.00  -0.17
O 2.56 0.18 3.20  -0.22
O 0.69 0.73 4.41  0.39
H 0.60 0.82 6.37  0.29
H -1.00 0.37 5.55  0.35
H -0.15 -1.75 4.88  -0.24
H 0.51 -1.84 6.43  0.40
C 6.17 -0.18 1.81  -0.56
O 6.11 -0.38 0.41  -0.29
C 5.53 0.56 -0.31  0.84
O 5.07 1.59 0.14  -0.52
O 5.66 0.26 -1.60  -0.27
C 5.41 1.21 -2.59  -0.21
H 5.21 0.05 2.26  0.10
H 6.90 0.60 2.05  0.37
H 6.58 -1.08 2.27  0.25
H 5.77 2.22 -2.38  0.26
H 4.34 1.29 -2.80  -0.13
H 5.93 0.95 -3.51  0.23
C -1.47 2.74 -5.58  -0.61
O -1.59 3.35 -4.29  -0.28
C -2.57 2.92 -3.50  1.08
O -3.29 1.98 -3.70  -0.62
O -2.78 3.83 -2.53  -0.30
C -4.06 3.90 -1.94  -0.75
H -2.44 2.84 -6.07  0.35
H -1.27 1.67 -5.49  0.14
H -0.60 3.23 -6.02  0.23
H -4.72 3.14 -2.37  0.39
H -4.58 4.84 -2.16  0.42
H -4.06 3.74 -0.86  0.08
C 5.87 -5.86 2.02  -0.87
O 5.12 -4.68 1.84  -0.24
C 3.82 -4.78 1.60  0.58
O 3.25 -5.74 1.17  -0.58
O 3.24 -3.62 1.87  0.10
C 1.81 -3.57 1.89  -0.30
H 5.29 -6.66 2.49  0.33
H 6.59 -5.79 2.84  0.29
H 6.39 -6.14 1.11  0.32
H 1.45 -4.15 1.03  0.49
H 1.48 -2.54 1.81  -0.51
H 1.56 -4.14 2.79  0.41
C -4.57 -4.76 5.87  -0.70
O -3.55 -3.82 5.68  -0.36
C -3.57 -3.11 4.59  0.61
O -4.52 -2.99 3.86  -0.52
O -2.39 -2.49 4.45  -0.26
C -2.14 -1.84 3.21  0.68
H -5.58 -4.35 5.93  0.30
H -4.41 -5.20 6.86  0.24
H -4.56 -5.53 5.10  0.31
H -2.33 -2.53 2.38  0.34
H -1.11 -1.51 3.09  -0.42
H -2.75 -0.95 3.08  -0.43
C 0.74 4.94 5.73  -0.74
O 1.69 4.07 5.11  -0.33
C 1.82 4.07 3.79  0.89
O 1.37 4.84 2.97  -0.59
O 2.79 3.21 3.52  -0.38
C 3.09 2.91 2.13  0.72
H 1.23 5.88 5.97  0.30
H 0.48 4.52 6.70  0.24
H -0.15 5.04 5.10  0.37
H 3.50 1.91 2.05  -0.64
H 3.81 3.68 1.87  0.48
H 2.17 3.01 1.56  -0.30
C -6.93 3.47 0.18  -0.65
O -7.02 2.29 0.93  -0.40
C -6.00 1.47 1.00  0.60
O -4.92 1.65 0.45  -0.31
O -6.33 0.45 1.75  -0.41
C -5.59 -0.74 1.76  -0.16
H -6.02 4.04 0.41  0.23
H -7.78 4.12 0.31  0.31
H -6.75 3.29 -0.88  0.29
H -5.83 -1.46 0.98  0.25
H -5.80 -1.25 2.70  0.31
H -4.50 -0.64 1.78  -0.20
C -2.78 -4.93 -6.22  -0.80
O -2.40 -4.20 -5.08  -0.26
C -2.85 -2.95 -4.99  0.45
O -3.78 -2.45 -5.58  -0.60
O -2.14 -2.31 -4.09  0.23
C -2.28 -0.90 -3.92  -0.94
H -2.19 -5.85 -6.20  0.26
H -2.52 -4.48 -7.18  0.32
H -3.84 -5.16 -6.24  0.29
H -2.34 -0.42 -4.90  0.54
H -1.36 -0.43 -3.58  0.04
H -3.11 -0.63 -3.28  0.28
C 4.10 5.07 -1.97  -0.78
O 3.00 4.22 -1.84  0.04
C 2.02 4.51 -0.97  0.61
O 2.20 5.17 0.02  -0.61
O 0.98 3.82 -1.29  -0.09
C -0.24 3.93 -0.55  -0.36
H 4.99 4.45 -2.00  0.10
H 4.17 5.83 -1.19  0.36
H 4.02 5.58 -2.94  0.25
H 0.07 4.17 0.48  0.33
H -0.95 3.11 -0.56  -0.24
H -0.76 4.78 -0.98  0.37
C 1.99 -0.17 -0.13  0.73
O 0.78 0.02 -0.84  1.07
C -0.33 0.05 -0.11  -0.49
O -0.40 -0.05 1.09  -0.44
O -1.34 0.04 -0.96  0.81
C -2.67 0.20 -0.47  -0.14
H 2.14 -1.19 0.21  -0.59
H 2.04 0.49 0.74  0.09
H 2.77 0.07 -0.85  -0.52
H -2.81 -0.02 0.59  -0.35
H -3.32 -0.36 -1.13  -0.46
H -2.93 1.26 -0.48  0.16
C 4.43 1.66 -6.84  -0.65
O 3.22 2.06 -6.16  -0.39
C 2.80 1.37 -5.12  0.60
O 3.30 0.40 -4.62  -0.47
O 1.67 1.96 -4.69  -0.37
C 1.15 1.40 -3.49  0.79
H 5.27 1.75 -6.16  0.23
H 4.52 2.37 -7.66  0.25
H 4.27 0.61 -7.10  0.31
H 1.74 1.63 -2.60  -0.30
H 1.16 0.32 -3.61  0.51
H 0.15 1.74 -3.22  -0.62
C -0.78 -3.70 -2.14  -0.65
O -2.01 -3.46 -1.49  0.31
C -2.41 -3.99 -0.37  0.56
O -1.77 -4.55 0.48  -0.62
O -3.76 -3.89 -0.28  -0.39
C -4.54 -3.09 -1.19  0.34
H -0.91 -3.95 -3.19  0.12
H -0.18 -4.56 -1.82  0.54
H -0.21 -2.77 -2.14  0.08
H -5.56 -3.14 -0.82  0.31
H -4.38 -3.51 -2.18  0.25
H -4.11 -2.09 -1.23  -0.19

Net charge: 0
Energy above the lowest of the compared OMol25 structures with the same formula, charge and spin, kJ/mol: 0.0
Molecular weight, Da: 1255.0
Total energy, eV: -130811.71634
Frontier orbital gap, eV: 10.68
E_HOMO, eV: -10.2
E_LUMO, eV: 0.496

***

(3)
ORCA calculation (ωB97M-V/def2-TZVPD) on a cluster of 7 separate species, C42H79BrIN8O2P2S2 in total.

Each line ends with the Mulliken charge.
CARTESIAN COORDINATES (ANGSTROEM)
C 2.56 5.51 5.40  -1.07
C 2.75 5.07 3.85  -0.07
C 1.38 4.58 3.17  -1.06
I -0.04 6.27 3.14  0.15
P 1.60 3.76 1.48  0.88
C 3.17 4.22 0.56  -0.63
C 4.52 3.58 1.14  -0.88
C 4.62 1.99 0.95  0.68
C 6.11 1.55 0.54  -1.28
N 6.53 0.31 1.26  0.14
C 5.53 -0.78 1.15  -0.92
C 6.89 0.62 2.64  0.60
C 6.11 0.07 3.92  -0.81
O 7.88 1.37 2.88  -0.60
C 0.16 4.36 0.36  -1.24
C -1.27 3.76 0.80  -0.18
C -1.95 3.16 -0.52  -0.34
S -3.63 2.44 -0.26  -0.09
C -3.51 0.85 0.67  -0.38
S -2.52 -0.37 0.04  -0.02
N -4.25 0.57 1.91  0.22
C -5.22 -0.54 1.53  -0.50
C -4.79 -1.98 2.08  -0.86
C -5.06 1.76 2.36  -0.48
C -5.59 1.53 3.88  -1.06
P 1.29 1.56 1.67  0.37
O 0.36 1.01 0.32  -0.28
Br 0.02 1.08 3.47  -0.22
H 1.48 5.74 5.67  0.32
H 3.29 6.34 5.70  0.31
H 2.86 4.61 6.05  0.32
H 3.43 4.14 3.90  0.05
H 3.21 5.93 3.27  0.33
H 0.91 3.84 3.92  0.52
H 3.07 3.90 -0.53  0.46
H 3.25 5.37 0.56  0.38
H 5.38 4.03 0.51  0.44
H 4.76 3.84 2.22  0.10
H 4.32 1.53 1.96  -0.09
H 3.81 1.65 0.21  0.24
H 6.80 2.41 0.84  0.54
H 6.19 1.44 -0.59  0.23
H 4.59 -0.64 1.77  0.21
H 5.18 -0.80 0.06  0.29
H 6.03 -1.78 1.34  0.32
H 6.49 -0.98 4.18  0.28
H 4.99 0.02 3.73  0.21
H 6.28 0.75 4.83  0.29
H 0.17 5.48 0.20  0.54
H 0.40 3.89 -0.67  0.45
H -1.23 3.04 1.68  0.15
H -1.91 4.66 1.12  0.42
H -2.08 4.05 -1.24  -0.03
H -1.32 2.40 -1.07  0.26
H -5.33 -0.64 0.40  0.35
H -6.28 -0.29 1.92  0.40
H -5.70 -2.43 2.64  0.28
H -4.55 -2.73 1.25  0.11
H -3.92 -1.96 2.81  0.30
H -5.91 1.91 1.61  0.43
H -4.43 2.72 2.41  0.26
H -6.68 1.20 3.91  0.30
H -4.88 0.82 4.40  0.27
H -5.50 2.54 4.42  0.35
H 0.83 1.33 -0.49  0.23
C 5.31 -4.90 -0.79  -1.09
C 4.82 -5.29 0.60  -0.43
C 3.35 -4.94 0.83  -0.38
C 3.15 -3.47 0.69  0.24
N 2.99 -2.31 0.58  -0.45
H 5.26 -3.82 -0.95  0.27
H 6.36 -5.20 -0.92  0.33
H 4.72 -5.40 -1.57  0.34
H 5.44 -4.79 1.35  0.27
H 4.96 -6.37 0.74  0.32
H 3.04 -5.25 1.83  0.29
H 2.71 -5.46 0.10  0.30
C -3.04 -4.47 -3.52  -0.66
C -2.25 -3.35 -2.85  -0.16
C -0.99 -2.97 -3.62  -0.42
C -0.07 -4.15 -3.72  0.24
N 0.64 -5.08 -3.79  -0.45
H -2.46 -5.39 -3.57  0.38
H -3.95 -4.69 -2.95  -0.30
H -3.34 -4.19 -4.53  0.34
H -1.99 -3.66 -1.83  0.24
H -2.89 -2.47 -2.76  0.24
H -0.47 -2.16 -3.11  0.21
H -1.24 -2.63 -4.63  0.32
C -7.75 -6.42 0.39  -1.17
C -6.85 -5.19 0.36  -0.29
C -6.49 -4.74 -1.06  -0.21
C -5.76 -5.83 -1.77  0.30
N -5.19 -6.71 -2.34  -0.56
H -7.26 -7.29 -0.06  0.19
H -7.99 -6.69 1.42  0.37
H -8.68 -6.24 -0.15  0.35
H -5.93 -5.41 0.92  0.28
H -7.35 -4.37 0.89  0.31
H -5.86 -3.85 -1.02  0.11
H -7.40 -4.49 -1.61  0.35
C -1.97 7.88 -4.33  -1.28
C -2.27 7.13 -3.04  -0.44
C -1.16 7.29 -1.99  -0.06
C 0.13 6.75 -2.52  0.26
N 1.14 6.32 -2.93  -0.49
H -1.07 7.50 -4.82  0.34
H -2.80 7.76 -5.04  0.37
H -1.84 8.95 -4.14  0.31
H -2.41 6.07 -3.27  0.20
H -3.21 7.50 -2.62  0.42
H -1.43 6.75 -1.08  0.01
H -1.03 8.35 -1.73  0.44
C -2.50 -11.07 -0.67  -1.18
C -3.99 -11.04 -1.02  -0.63
C -4.65 -9.69 -0.72  -0.09
C -4.53 -9.38 0.74  0.30
N -4.44 -9.13 1.89  -0.53
H -2.33 -10.90 0.39  0.36
H -2.07 -12.03 -0.93  0.34
H -1.96 -10.29 -1.23  0.29
H -4.49 -11.84 -0.45  0.32
H -4.11 -11.27 -2.08  0.35
H -5.71 -9.73 -0.99  0.28
H -4.17 -8.90 -1.30  0.19
C 6.52 5.32 -3.38  -1.20
C 5.05 5.43 -3.77  -0.35
C 4.45 6.80 -3.44  -0.27
C 4.53 7.05 -1.96  0.34
N 4.60 7.23 -0.80  -0.57
H 6.67 5.43 -2.30  0.32
H 6.92 4.34 -3.66  0.35
H 7.12 6.09 -3.89  0.34
H 4.49 4.65 -3.25  0.17
H 4.95 5.25 -4.84  0.36
H 3.40 6.83 -3.74  0.17
H 4.98 7.59 -3.97  0.38

Net charge: +1
Energy above the lowest of the compared OMol25 structures with the same formula, charge and spin, kJ/mol: 183.1
Molecular weight, Da: 1061.0
Total energy, eV: -179231.34039
Frontier orbital gap, eV: 6.79
E_HOMO, eV: -10.6
E_LUMO, eV: -3.832

***

> What is the formula in the second record?

C42H78O42

***

> The lowest total energy belongs to which entry?

C42H78Cl6O18S6